Arrangement i

# C7H12N2O

One molecule with the formula C7H12N2O (wB97M-V/def2-TZVPD, the Open Molecules 2025 dataset).

Structure (ORCA input):
```
! wB97M-V def2-TZVPD RIJCOSX def2/J DEFGRID3
* xyz 0 1
H 2.41 0.16 2.37
N 1.68 -0.43 1.97
C 1.76 -0.45 0.72
C 2.82 0.34 0.00
C 0.77 -1.25 -0.06
C -0.36 -0.36 -0.68
C -1.82 -0.83 -0.39
C -2.60 0.52 -0.29
C -1.48 1.59 -0.41
O -1.56 2.67 -0.82
N -0.32 0.91 0.11
H 3.57 0.70 0.69
H 2.37 1.24 -0.43
H 3.35 -0.23 -0.76
H 1.29 -1.81 -0.84
H 0.32 -1.99 0.59
H -0.18 -0.24 -1.74
H -1.89 -1.42 0.51
H -2.34 -1.36 -1.19
H -2.94 0.63 0.74
H -3.40 0.69 -1.01
H -0.72 0.56 0.99
*
```

Results
**Structure (SMILES)**: [H]/N=C(\C)C[C@H]1CCC(=O)N1
**Lowest unoccupied orbital energy**: 0.0330 hartree


Arrangement ii

# C7H12N2O

One molecule with the formula C7H12N2O (wB97M-V/def2-TZVPD, the Open Molecules 2025 dataset).

Structure (ORCA input):
```
! wB97M-V def2-TZVPD RIJCOSX def2/J DEFGRID3
* xyz 0 1
C -1.64 1.56 -0.39
C -0.42 1.52 0.71
C 0.60 2.71 0.56
C 0.10 0.17 0.44
C 0.37 -0.52 -0.77
N 0.44 -1.82 -0.47
C 0.79 -2.89 -1.42
C 0.32 -2.00 0.89
N 0.14 -0.84 1.48
O -0.11 -0.62 2.70
H -1.30 1.40 -1.39
H -2.14 2.46 -0.20
H -2.38 0.83 -0.05
H -1.00 1.50 1.63
H 0.73 2.97 -0.48
H 1.54 2.52 1.06
H 0.10 3.63 0.88
H 0.64 -0.15 -1.79
H 1.34 -3.56 -0.81
H -0.07 -3.39 -1.77
H 1.41 -2.60 -2.21
H 0.54 -2.89 1.42
*
```

Results
**Structure (SMILES)**: CC(C)c1cn(C)c[n+]1[O-]
**Lowest unoccupied orbital energy**: 0.0243 hartree


Arrangement iii

# C7H12N2O

One molecule with the formula C7H12N2O (wB97M-V/def2-TZVPD, the Open Molecules 2025 dataset).

Structure (ORCA input):
```
! wB97M-V def2-TZVPD RIJCOSX def2/J DEFGRID3
* xyz 0 1
H 2.01 -1.32 1.44
N 2.47 -0.50 1.06
C 1.65 0.23 0.38
O 2.28 1.27 -0.14
C 0.36 -0.20 -0.33
C 0.68 -1.28 -1.36
N -0.31 0.94 -0.95
C -1.09 1.65 0.06
C -1.56 0.55 0.98
C -2.09 -0.70 0.33
C -0.65 -0.63 0.74
H 3.29 0.92 0.15
H -0.24 -1.56 -1.89
H 1.41 -0.90 -2.10
H 1.10 -2.17 -0.88
H 0.33 1.54 -1.46
H -0.47 2.37 0.64
H -1.91 2.21 -0.41
H -1.89 0.81 1.99
H -2.73 -1.34 0.93
H -2.33 -0.66 -0.74
H -0.30 -1.26 1.56
*
```

Results
**Structure (SMILES)**: [H]/N=C(/O)[C@]1(C)NC[C@H]2C[C@H]21
**Lowest unoccupied orbital energy**: 0.0319 hartree


It is arrangement i that is the most stable of them.